Entry 1:
# C37H57BN8O

9 unconnected molecules or ions with the total composition C37H57BN8O in a non-equilibrium geometry (the ωB97M-V functional and the def2-TZVPD basis, OMol25).

Each atom is followed by the atoms it is bonded to, with distances in Å.
Geometry (Å):
1 H 1.302 0.870 2.095  N35 0.959
2 C 1.981 3.780 3.491  H4 1.163, C9 1.502, C103 1.557
3 H 3.435 3.280 -2.978  C62 1.209
4 H 2.539 4.608 4.087  C2 1.163
5 H 2.162 -1.666 2.688  C26 1.155
6 C 3.933 -6.849 -0.574  C16 1.528, H70 1.097, N90 1.350
7 C 2.723 -4.949 -0.418  C17 1.485, H60 1.059, N90 1.356
8 H -0.341 -3.829 -5.348  C91 1.043
9 C 2.400 2.394 3.093  C2 1.502, H32 1.151, N35 1.475
10 C -2.179 2.286 -4.807  C19 1.550, H36 1.096, H68 1.192, H92 1.065
11 N -1.950 -2.927 1.856  C13 1.369, H43 1.014, C104 1.349
12 H 0.579 -1.873 -1.628  N84 1.134
13 C -2.260 -2.641 3.158  N11 1.369, H33 1.023, C41 1.543
14 H 2.328 3.407 1.323  N89 1.027
15 O -1.697 3.513 -2.006  N53 1.341
16 C 2.789 -6.956 -1.581  C6 1.528, C17 1.484, H23 1.141
17 C 2.052 -5.669 -1.530  C7 1.485, C16 1.484, H97 0.986
18 C -1.682 1.029 3.971  N29 1.373, C45 1.499, H100 1.104
19 C -1.922 1.584 -3.449  C10 1.550, C50 1.534, N53 1.450, C63 1.669
20 H -1.382 -2.997 -3.147  C76 1.055
21 H -0.207 1.035 -2.212  C63 1.191
22 H 0.230 -2.129 0.434  B65 1.138
23 H 2.454 -7.792 -2.281  C16 1.141
24 H -0.164 -0.722 1.571  B65 1.167
25 H -4.778 3.320 -3.342  C30 1.026
26 C 3.263 -1.557 2.355  H5 1.155, C39 1.521, C57 1.464
27 H 3.395 -0.931 0.376  C57 0.884
28 H -4.192 4.332 -2.093  C30 1.132
29 N -0.747 1.942 4.392  C18 1.373, H46 1.045, C73 1.409
30 C -4.699 3.345 -2.319  H25 1.026, H28 1.132, C61 1.589, H77 1.199
31 C -4.308 0.871 -1.845  H52 1.121, C61 1.550, H64 1.092, C80 1.579
32 H 3.320 1.743 3.329  C9 1.151
33 H -1.821 -1.802 3.544  C13 1.023
34 H 0.197 2.338 -3.242  C63 1.063
35 N 1.261 1.785 2.380  H1 0.959, C9 1.475, C86 1.409
36 H -1.674 1.725 -5.602  C10 1.096
37 C 1.812 -2.086 -3.491  C81 1.498, N84 1.473, H99 1.027
38 H -3.909 -5.683 2.548  C82 1.118
39 C 4.293 -1.455 3.469  C26 1.521, N66 1.380, H79 1.072
40 H 4.732 5.549 -1.678  C78 1.108
41 C -3.224 -3.696 3.740  C13 1.543, H42 1.016, C82 1.497
42 H -3.529 -3.940 4.678  C41 1.016
43 H -1.435 -2.421 1.144  N11 1.014
44 C 5.309 -0.512 1.565  C57 1.605, N66 1.420, H101 1.077
45 C -2.516 0.796 5.194  C18 1.499, C74 1.464, H83 1.251
46 H -0.001 2.356 3.788  N29 1.045
47 C 2.449 3.112 -0.705  C62 1.545, H75 1.093, N89 1.450
48 H -0.079 4.796 2.769  C103 1.095
49 H -4.607 2.578 0.302  C59 1.107
50 C -2.516 0.170 -3.491  C19 1.534, H54 1.006, C80 1.550, H96 1.129
51 H -4.338 -0.661 -3.259  C80 1.036
52 H -5.374 0.761 -1.517  C31 1.121
53 N -2.409 2.442 -2.386  O15 1.341, C19 1.450, C61 1.480
54 H -2.389 -0.473 -4.254  C50 1.006
55 H 2.230 -2.560 -5.720  C81 1.129
56 H 3.908 5.827 0.940  C102 1.170
57 C 3.855 -1.029 1.125  C26 1.464, H27 0.884, C44 1.605
58 H -3.271 3.805 -0.074  C59 1.188
59 C -3.621 2.676 -0.192  H49 1.107, H58 1.188, C61 1.540, H67 1.023
60 H 2.480 -4.091 0.153  C7 1.059
61 C -3.700 2.287 -1.680  C30 1.589, C31 1.550, N53 1.480, C59 1.540
62 C 3.311 3.692 -1.848  H3 1.209, C47 1.545, C78 1.505
63 C -0.268 1.388 -3.348  C19 1.669, H21 1.191, H34 1.063, H98 1.106
64 H -3.774 0.053 -1.358  C31 1.092
65 B -0.128 -1.049 0.451  H22 1.138, H24 1.167, H69 1.356, H71 1.131
66 N 5.452 -0.962 2.904  C39 1.380, C44 1.420, H87 0.898
67 H -2.859 2.056 0.092  C59 1.023
68 H -1.543 3.293 -4.848  C10 1.192
69 H 0.883 -0.414 -0.193  B65 1.356
70 H 4.799 -7.411 -0.203  C6 1.097
71 H -1.142 -0.813 0.009  B65 1.131
72 H -4.577 0.968 -4.068  C80 1.126
73 C -0.871 2.492 5.683  N29 1.409, C74 1.550, H85 1.153
74 C -1.979 1.597 6.295  C45 1.464, C73 1.550, H94 1.183
75 H 1.794 2.243 -0.811  C47 1.093
76 C -0.366 -2.851 -3.391  H20 1.055, N84 1.321, C91 1.490
77 H -5.793 3.593 -1.895  C30 1.199
78 C 3.970 4.889 -1.218  H40 1.108, C62 1.505, C102 1.558
79 H 4.470 -1.785 4.474  C39 1.072
80 C -4.046 0.332 -3.306  C31 1.579, C50 1.550, H51 1.036, H72 1.126
81 C 1.577 -2.743 -4.817  C37 1.498, H55 1.129, C91 1.455
82 C -3.423 -4.680 2.630  H38 1.118, C41 1.497, C104 1.568
83 H -3.397 -0.053 5.453  C45 1.251
84 N 0.571 -2.218 -2.708  H12 1.134, C37 1.473, C76 1.321
85 H -0.295 3.431 6.022  C73 1.153
86 C 0.199 2.669 2.103  N35 1.409, H93 1.136, C103 1.500
87 H 6.220 -1.041 3.362  N66 0.898
88 H 4.612 -5.299 0.541  N90 1.013
89 N 2.665 3.904 0.490  H14 1.027, C47 1.450, C102 1.372
90 N 3.840 -5.615 -0.034  C6 1.350, C7 1.356, H88 1.013
91 C 0.262 -3.343 -4.649  H8 1.043, C76 1.490, C81 1.455
92 H -3.201 2.578 -4.876  C10 1.065
93 H -0.704 2.409 1.464  C86 1.136
94 H -2.278 1.689 7.436  C74 1.183
95 H -2.314 -4.300 0.432  C104 1.095
96 H -2.178 -0.421 -2.590  C50 1.129
97 H 1.177 -5.461 -1.935  C17 0.986
98 H 0.076 0.557 -3.991  C63 1.106
99 H 2.506 -1.421 -3.129  C37 1.027
100 H -1.372 0.659 2.978  C18 1.104
101 H 6.021 0.124 1.067  C44 1.077
102 C 3.562 4.922 0.285  H56 1.170, C78 1.558, N89 1.372
103 C 0.571 3.918 2.846  C2 1.557, H48 1.095, C86 1.500
104 C -2.553 -4.072 1.476  N11 1.349, C82 1.568, H95 1.095

The HOMO energy comes out at -6.7 eV. The HOMO-LUMO gap is 1.980 eV. Its total energy is -1981.27974 Eh. The energy above the lowest of the compared OMol25 structures with the same formula, charge and spin is 53.5 kcal per mole. Its multiplicity is 1.

These are the Mulliken partial charges, in e, on atoms 1 to 8:
1. H -0.256
2. C -0.563
3. H 0.240
4. H 0.352
5. H 0.260
6. C -0.461
7. C -0.422
8. H 0.492

***

Entry 2:
# C27H79N15O11

10 unconnected molecules or ions with the total composition C27H79N15O11 in a non-equilibrium geometry (the ωB97M-V functional and the def2-TZVPD basis, OMol25).

Each atom is followed by the atoms it is bonded to, with distances in Å.
Geometry (Å):
1 C 5.604 3.485 -0.191  H8 1.092, H67 1.094, C68 1.511, H84 1.095
2 H -5.427 1.612 2.199  C128 1.093
3 H -5.827 -0.007 -2.886  N42 1.004
4 C -4.352 4.964 0.278  C7 1.544, H33 1.092, C73 1.533, N79 1.453
5 O -0.729 4.603 -0.760  C19 1.240
6 H 4.614 3.350 -1.979  C68 1.093
7 C -4.646 4.334 -1.101  C4 1.544, H99 1.089, H105 1.087, H120 1.095
8 H 5.926 4.517 -0.342  C1 1.092
9 H -1.507 -2.556 0.944  N86 1.013
10 H 3.187 4.283 0.356  N108 1.015
11 N -1.904 1.179 -2.185  C44 1.354, H116 1.006, H123 1.007
12 H 2.179 3.823 5.593  N96 1.002
13 H 4.771 -0.901 2.298  C112 1.094
14 C -1.127 0.201 1.734  O25 1.407, H54 1.100, H76 1.096, C103 1.546
15 H -3.973 -3.062 -3.135  C69 1.100
16 C 2.499 4.545 3.681  O88 1.228, N96 1.363, N125 1.362
17 C -0.667 -1.633 3.469  H20 1.090, C103 1.504, H118 1.089, H131 1.096
18 H -2.763 -3.452 -2.023  C69 1.100
19 C -0.599 4.150 -1.907  O5 1.240, N48 1.330, N98 1.362
20 H -0.669 -1.011 4.364  C17 1.090
21 H 4.405 -1.426 0.670  C112 1.096
22 H 2.795 -0.624 -1.374  C31 1.092
23 C 8.187 -0.215 0.733  H53 1.091, H60 1.093, H80 1.095, O90 1.410
24 C -2.684 -4.549 -3.997  N38 1.484, C69 1.541, H89 1.094, C126 1.552
25 O -0.479 1.141 2.556  C14 1.407, C119 1.433
26 H -3.441 3.159 1.208  C73 1.095
27 H -7.074 -0.281 -1.220  N66 1.005
28 C 2.671 -4.097 3.367  O70 1.417, H75 1.094, C77 1.519, H97 1.095
29 H 1.631 -6.601 3.095  C61 1.095
30 H -1.709 -1.613 -3.614  N50 1.005
31 C 2.129 0.232 -1.503  H22 1.092, H63 1.086, H85 1.096, O87 1.434
32 H -0.767 2.703 1.417  C119 1.099
33 H -5.188 5.614 0.546  C4 1.092
34 H 4.532 -3.684 1.628  N37 1.018
35 C -4.625 -4.535 -0.848  H40 1.090, H104 1.091, O106 1.427, H117 1.092
36 H -6.952 2.342 1.749  C128 1.092
37 N 4.559 -2.903 2.281  H34 1.018, C77 1.430, C112 1.476
38 N -1.958 -3.575 -4.848  C24 1.484, H71 1.015, H132 1.011
39 H -1.872 -6.548 -3.228  C126 1.089
40 H -4.871 -5.442 -0.296  C35 1.090
41 H -1.157 -5.835 -4.639  C126 1.091
42 N -5.004 -0.535 -2.658  H3 1.004, C92 1.348, H95 1.008
43 O -0.389 -3.389 -0.268  C47 1.229
44 C -1.812 0.369 -3.267  N11 1.354, N50 1.350, O107 1.235
45 H 2.466 2.609 4.471  N96 1.005
46 H -2.500 -0.807 3.021  C103 1.098
47 C 0.506 -3.148 -1.075  O43 1.229, N78 1.319, N94 1.361
48 N 0.521 3.596 -2.363  C19 1.330, H59 1.015, H109 1.003
49 H 0.670 2.027 0.884  C119 1.093
50 N -2.025 -0.926 -2.952  H30 1.005, C44 1.350, H56 1.013
51 C 6.491 -1.652 1.302  H57 1.093, O90 1.398, C112 1.532, H121 1.096
52 H 3.219 -2.185 3.642  C77 1.096
53 H 8.626 0.775 0.865  C23 1.091
54 H -0.442 -0.229 0.989  C14 1.100
55 H -0.864 -5.145 -2.982  C126 1.089
56 H -2.415 -1.248 -2.074  N50 1.013
57 H 6.642 -2.218 0.379  C51 1.093
58 H -0.527 -2.753 -2.800  N78 1.004
59 H 1.285 3.499 -1.701  N48 1.015
60 H 8.214 -0.408 -0.342  C23 1.093
61 C 2.651 -6.449 2.728  H29 1.095, O70 1.413, H74 1.086, H130 1.094
62 H -3.696 4.485 2.285  C73 1.094
63 H 1.397 0.193 -2.305  C31 1.086
64 H 3.069 6.480 3.671  N125 1.006
65 O -5.418 3.609 1.940  C73 1.425, C128 1.425
66 N -6.248 -0.646 -0.780  H27 1.005, C92 1.341, H124 1.007
67 H 5.470 3.426 0.893  C1 1.094
68 C 4.346 3.121 -0.945  C1 1.511, H6 1.093, C81 1.531, N108 1.492
69 C -3.400 -3.931 -2.780  H15 1.100, H18 1.100, C24 1.541, O106 1.398
70 O 2.782 -5.090 2.362  C28 1.417, C61 1.413
71 H -2.618 -2.918 -5.253  N38 1.015
72 H 1.859 -3.503 0.266  N94 1.011
73 C -4.140 3.972 1.427  C4 1.533, H26 1.095, H62 1.094, O65 1.425
74 H 2.847 -7.116 1.893  C61 1.086
75 H 1.621 -3.998 3.656  C28 1.094
76 H -2.005 0.560 1.182  C14 1.096
77 C 3.210 -2.818 2.749  C28 1.519, N37 1.430, H52 1.096, H82 1.096
78 N 0.366 -2.836 -2.348  C47 1.319, H58 1.004, H93 1.004
79 N -3.235 5.867 0.060  C4 1.453, H83 1.012, H110 1.021
80 H 8.861 -0.878 1.284  C23 1.095
81 C 3.804 1.705 -0.728  C68 1.531, O87 1.394, H101 1.098, H102 1.095
82 H 2.507 -2.532 1.959  C77 1.096
83 H -2.933 6.343 0.901  N79 1.012
84 H 6.512 2.940 -0.469  C1 1.095
85 H 1.672 0.396 -0.521  C31 1.096
86 N -2.168 -2.132 1.585  H9 1.013, H100 1.013, C103 1.458
87 O 2.836 1.463 -1.701  C31 1.434, C81 1.394
88 O 2.616 4.314 2.480  C16 1.228
89 H -3.442 -4.930 -4.688  C24 1.094
90 O 6.913 -0.319 1.329  C23 1.410, C51 1.398
91 H 3.683 5.111 -0.914  N108 1.011
92 C -5.046 -0.832 -1.344  N42 1.348, N66 1.341, O127 1.244
93 H 1.123 -2.931 -3.001  N78 1.004
94 N 1.813 -3.210 -0.700  C47 1.361, H72 1.011, H129 1.000
95 H -4.080 -0.367 -3.025  N42 1.008
96 N 2.290 3.586 4.626  H12 1.002, C16 1.363, H45 1.005
97 H 3.222 -4.300 4.292  C28 1.095
98 N -1.592 4.209 -2.838  C19 1.362, H111 1.008, H114 1.005
99 H -5.629 3.868 -1.044  C7 1.089
100 H -2.971 -1.853 1.034  N86 1.013
101 H 4.647 1.029 -0.928  C81 1.098
102 H 3.507 1.536 0.312  C81 1.095
103 C -1.614 -1.086 2.437  C14 1.546, C17 1.504, H46 1.098, N86 1.458
104 H -3.916 -3.971 -0.241  C35 1.091
105 H -4.465 5.034 -1.913  C7 1.087
106 O -4.067 -4.950 -2.094  C35 1.427, C69 1.398
107 O -1.333 0.689 -4.359  C44 1.235
108 N 3.355 4.194 -0.641  H10 1.015, C68 1.492, H91 1.011
109 H 0.670 3.440 -3.343  N48 1.003
110 H -2.405 5.407 -0.316  N79 1.021
111 H -2.290 4.891 -2.582  N98 1.008
112 C 4.982 -1.684 1.564  H13 1.094, H21 1.096, N37 1.476, C51 1.532
113 H 0.594 2.956 2.451  C119 1.084
114 H -1.317 4.047 -3.791  N98 1.005
115 H -5.778 2.114 0.453  C128 1.090
116 H -1.349 2.016 -2.239  N11 1.006
117 H -5.563 -4.015 -1.056  C35 1.092
118 H -0.885 -2.662 3.752  C17 1.089
119 C 0.130 2.208 1.818  O25 1.433, H32 1.099, H49 1.093, H113 1.084
120 H -3.880 3.564 -1.242  C7 1.095
121 H 6.820 -2.232 2.172  C51 1.096
122 H 2.452 5.791 5.215  N125 1.000
123 H -2.144 0.708 -1.329  N11 1.007
124 H -6.247 -0.654 0.227  N66 1.007
125 N 2.816 5.724 4.285  C16 1.362, H64 1.006, H122 1.000
126 C -1.585 -5.593 -3.665  C24 1.552, H39 1.089, H41 1.091, H55 1.089
127 O -4.164 -1.310 -0.608  C92 1.244
128 C -5.885 2.332 1.515  H2 1.093, H36 1.092, O65 1.425, H115 1.090
129 H 2.627 -3.059 -1.263  N94 1.000
130 H 3.300 -6.676 3.578  C61 1.094
131 H 0.351 -1.636 3.064  C17 1.096
132 H -1.592 -4.131 -5.610  N38 1.011

The HOMO energy comes out at -8.1 eV. The HOMO-LUMO gap is 8.600 eV. Its total energy is -2725.11490 Eh. The energy above the lowest of the compared OMol25 structures with the same formula, charge and spin is 2.6 kcal per mole. Its multiplicity is 1.

These are the Mulliken partial charges, in e, on atoms 1 to 8:
1. C -1.605
2. H 0.342
3. H 0.216
4. C 0.560
5. O -0.798
6. H 0.253
7. C -1.246
8. H 0.450